No. 1
# C40H76NO27P3

A 11-piece molecular cluster, C40H76NO27P3 overall at a distorted geometry (wB97M-V/def2-TZVPD, the Open Molecules 2025 dataset).

XYZ file:
```
147
Properties=species:S:1:pos:R:3:forces:R:3:lowdin_charge:R:1
C 0.2392 -3.5311 2.6669 -0.2 0.1 -0.5 -0.06
O 0.4064 -3.9622 1.2969 -0.4 -0.3 0.5 -0.22
P -0.4065 -5.2149 0.7423 2.3 -0.4 0.7 0.34
O -1.8023 -5.2012 1.1398 -0.8 -0.6 0.4 -0.21
O -0.0920 -5.1838 -0.7912 -0.7 0.7 -0.1 -0.20
C -0.9248 -4.1805 -1.4865 0.5 -2.9 -2.0 -0.04
O 0.5953 -6.3916 1.2232 -1.3 -0.6 0.4 -0.21
C 0.0669 -7.6922 1.6178 -1.4 0.9 0.0 -0.08
H 0.4270 -2.5023 2.5513 0.5 1.2 0.6 0.04
H 0.9056 -3.9793 3.3777 0.8 -0.5 -0.1 0.09
H -0.7311 -3.6120 3.1369 -0.7 -0.4 -0.7 0.09
H -1.3808 -4.7341 -2.3524 -0.2 0.6 1.2 0.12
H -0.2558 -3.5412 -1.9566 1.3 1.5 -0.6 0.04
H -1.5798 -3.6693 -0.8523 -1.2 0.5 0.9 0.04
H 0.7007 -8.1717 2.3220 1.1 -0.1 0.3 0.07
H -0.0908 -8.3178 0.7547 0.1 -0.2 -0.4 0.08
H -0.8985 -7.6120 2.1579 0.3 0.4 -0.5 0.09
C 2.7434 5.0238 2.2453 -0.2 0.6 -1.2 -0.03
O 3.1010 4.5619 0.9114 -1.0 -0.6 -0.5 -0.23
P 4.1506 3.4417 0.6055 -0.5 -0.6 0.9 0.32
O 4.1212 2.2244 1.4488 -0.2 0.4 -0.5 -0.23
O 5.4482 4.2688 0.7936 0.9 0.3 -0.5 -0.21
C 6.7256 3.6939 0.4907 0.8 1.6 1.0 -0.07
O 4.0666 3.1715 -0.9460 -0.6 -0.2 0.0 -0.19
C 3.5678 1.8814 -1.4043 0.4 0.4 -1.3 -0.06
H 1.8633 5.7050 2.0714 0.9 -0.8 0.4 0.11
H 3.6384 5.5881 2.5040 -0.3 0.1 0.9 0.09
H 2.5120 4.1861 2.9135 0.1 0.3 -0.2 0.09
H 7.2013 4.3469 -0.2701 -0.4 -1.0 0.0 0.10
H 6.7501 2.6170 0.3599 -0.3 0.0 -0.6 0.09
H 7.2753 3.9037 1.4052 0.4 -0.2 0.0 0.08
H 2.5459 1.9129 -1.8031 0.1 0.4 0.4 0.08
H 3.6594 1.1847 -0.6120 -0.1 -0.8 0.7 0.05
H 4.2353 1.5848 -2.2194 -0.1 0.0 0.2 0.10
C 5.2777 -2.2673 -4.3561 -1.9 0.6 0.2 -0.05
O 4.2996 -1.7556 -3.3989 0.4 -0.8 0.7 -0.26
P 4.2495 -2.4561 -1.9620 -2.0 -0.1 -0.7 0.40
O 5.4504 -2.4981 -1.1339 -0.2 0.2 0.0 -0.22
O 3.7228 -3.9526 -2.2639 0.1 0.8 -0.2 -0.24
C 2.6462 -4.2544 -3.2415 0.2 1.4 1.7 -0.03
O 2.9782 -1.5532 -1.4700 1.8 -0.8 -1.3 -0.24
C 2.3429 -1.7679 -0.2469 -1.5 -1.2 0.5 -0.11
H 5.4842 -1.3123 -4.8051 0.6 -0.3 -1.3 0.09
H 4.7845 -3.0666 -4.9527 0.5 0.9 0.0 0.09
H 6.1367 -2.6549 -3.8795 1.0 -0.4 0.6 0.07
H 2.1934 -5.1320 -2.7686 -0.1 0.1 -0.7 0.09
H 3.0887 -4.3980 -4.2279 -0.2 -0.2 0.2 0.08
H 1.9440 -3.3802 -3.2365 0.4 -0.9 -0.3 0.08
H 2.4433 -0.8773 0.3478 -0.3 0.5 0.3 0.07
H 2.7794 -2.5879 0.3327 0.0 -0.1 -0.2 0.09
H 1.2642 -2.0492 -0.4708 1.2 0.6 0.6 0.11
C -0.2628 0.9000 -0.5568 -0.1 -0.2 -1.8 -0.32
O 0.1129 1.7938 -1.3280 0.0 -0.6 0.6 -0.02
N 0.0756 0.7993 0.7253 0.5 1.1 -0.1 -0.14
C -0.4662 -0.2149 1.5439 -0.8 0.0 0.7 -0.05
C 1.0387 1.7170 1.3267 0.6 -1.3 -1.1 0.00
H -0.8897 0.0338 -0.9332 0.3 0.8 0.5 0.14
H -1.2372 0.1421 2.2413 0.1 0.0 -0.1 0.10
H 0.2885 -0.7094 2.0995 1.0 -0.1 0.8 0.05
H -0.8795 -0.9743 0.9427 -0.9 -0.8 -0.9 0.06
H 1.5498 1.1353 2.0751 0.2 0.1 0.6 0.08
H 1.7882 1.9876 0.5903 -0.2 0.0 -0.1 0.05
H 0.6076 2.5999 1.7050 -0.6 1.0 0.6 0.06
O -1.8102 -2.2919 -4.1273 1.2 1.8 0.3 0.08
C -1.0131 -1.3650 -4.2130 -0.7 0.0 -1.4 -0.42
O 0.3160 -1.5630 -4.1952 -0.1 -1.0 0.6 0.01
C 1.0592 -0.3533 -4.2786 0.8 -0.2 -0.5 -0.16
C 0.1477 0.6949 -4.8515 0.4 1.8 -0.4 -0.15
C -1.2135 0.1535 -4.5643 -1.7 -1.5 0.5 -0.07
H 1.9707 -0.6006 -4.8211 -0.2 0.2 -0.4 0.13
H 1.4050 -0.0768 -3.3256 0.2 0.2 1.6 0.09
H 0.3751 0.8993 -5.8824 -0.3 -0.5 -0.8 0.11
H 0.2756 1.7320 -4.4454 0.0 -1.1 0.4 0.12
H -1.9941 0.2171 -5.3595 0.7 0.1 0.7 0.15
H -1.5922 0.6104 -3.6489 -0.3 0.2 -0.1 0.09
O -2.8672 -1.4966 -0.5478 0.3 0.2 -0.1 0.09
C -3.8755 -1.6629 -1.1857 0.0 -0.4 0.8 -0.50
O -4.7693 -2.5919 -0.7798 -1.4 -0.2 -0.9 0.00
C -5.9920 -2.5930 -1.7227 1.6 -1.5 1.2 -0.09
C -5.3875 -1.9674 -2.9258 0.0 0.1 -1.4 -0.17
C -4.3809 -0.9516 -2.3943 0.2 0.5 -1.0 -0.07
H -6.7402 -2.0257 -1.2233 -0.6 0.6 0.4 0.11
H -6.3729 -3.6501 -1.8250 0.7 1.2 0.2 0.14
H -6.1560 -1.4886 -3.5501 0.3 -0.4 -0.1 0.13
H -4.8210 -2.7580 -3.4731 -0.5 0.7 0.0 0.14
H -4.8738 -0.0188 -2.0462 0.3 -0.4 -0.2 0.14
H -3.5914 -0.6858 -3.1531 -0.7 -0.3 1.1 0.12
O 1.8412 0.0353 4.5107 0.2 -0.3 0.1 0.08
C 3.0020 0.2751 4.2794 -0.5 -0.2 -0.9 -0.51
O 3.5001 1.4852 4.4568 1.3 1.1 0.7 0.04
C 4.9529 1.5091 4.2529 0.4 0.4 0.5 -0.13
C 5.2694 0.2918 3.4240 -0.9 0.1 -1.0 -0.17
C 4.0404 -0.5857 3.6168 -0.1 -1.3 -2.1 -0.06
H 5.5164 1.5704 5.2352 -1.0 -0.2 -0.9 0.14
H 5.2297 2.3495 3.6313 -0.5 0.6 0.3 0.10
H 6.1083 -0.2188 3.7725 1.5 -0.7 0.7 0.09
H 5.4758 0.5718 2.3769 -0.5 -0.1 0.5 0.10
H 4.3330 -1.4438 4.2019 -0.4 -0.3 0.4 0.12
H 3.6567 -1.0262 2.6162 0.3 0.8 1.7 0.15
O -1.2364 3.5598 2.7109 -0.2 -1.0 0.8 0.11
C -1.5576 2.6811 3.4701 -0.3 -0.8 0.3 -0.43
O -2.7778 2.0228 3.3609 -0.2 1.1 -0.6 -0.03
C -3.2187 1.5238 4.6285 1.7 -0.1 0.1 -0.14
C -1.8960 1.1082 5.2932 0.4 -0.4 -1.2 -0.14
C -0.8442 2.0479 4.6998 -0.6 1.9 -0.4 -0.06
H -3.9337 0.7261 4.4835 0.0 -0.1 -0.2 0.12
H -3.6574 2.3165 5.2158 -0.4 0.4 0.0 0.12
H -1.6165 0.0845 5.0294 -0.2 0.0 -0.1 0.12
H -1.9489 1.1487 6.3372 -0.1 0.1 1.6 0.09
H 0.0992 1.6053 4.4620 0.4 -0.7 -0.6 0.08
H -0.5079 2.9229 5.2862 -0.6 -0.4 0.3 0.14
O 0.3183 6.7884 -0.4829 -0.9 0.0 -0.1 0.12
C 0.4207 6.0984 -1.4544 -1.1 -0.1 0.6 -0.47
O -0.6396 5.5193 -2.1481 1.2 0.0 0.9 -0.01
C -0.1023 4.6736 -3.2146 0.8 1.8 -0.4 -0.12
C 1.3693 5.2544 -3.4292 -1.3 -1.6 -2.2 -0.14
C 1.6896 5.7075 -2.0528 2.4 -0.2 -1.0 -0.13
H -0.7770 4.9122 -4.0369 0.2 -0.6 -0.2 0.12
H -0.0697 3.6114 -2.9533 -0.3 0.3 0.3 0.09
H 1.3830 6.0713 -4.2222 -0.1 -1.0 1.1 0.13
H 1.9861 4.3840 -3.7893 -0.3 1.1 0.3 0.12
H 2.4431 6.5039 -2.1048 -0.4 0.0 0.6 0.14
H 2.1545 4.8736 -1.5174 -0.3 0.2 0.3 0.11
O -3.0006 2.5775 -3.5637 -0.3 1.1 1.1 0.07
C -3.1836 2.9638 -2.4179 0.8 -2.0 -1.3 -0.49
O -2.7784 2.1680 -1.4169 -0.2 -0.3 0.2 -0.01
C -3.1427 2.6436 -0.1077 -1.1 0.6 -0.7 -0.10
C -3.8292 4.0277 -0.3832 0.4 -0.6 -0.1 -0.11
C -3.9225 4.1421 -1.9056 -0.5 -0.8 0.4 -0.06
H -2.2222 2.7369 0.4397 0.1 0.0 0.5 0.09
H -3.8675 1.9236 0.3464 0.8 0.4 -0.3 0.14
H -3.3232 4.8523 0.1048 0.4 0.1 -0.2 0.12
H -4.8178 4.0439 -0.0214 -1.2 -0.2 0.8 0.09
H -3.4430 5.0341 -2.2281 0.0 0.8 -0.8 0.11
H -4.9454 3.9528 -2.3180 0.7 0.8 0.4 0.15
O -7.3455 -3.9144 0.5506 0.8 -0.2 0.3 0.09
C -6.5125 -3.6661 1.3947 -0.4 -1.1 -1.1 -0.50
O -6.6743 -2.6297 2.1853 0.1 1.9 0.8 0.03
C -5.5469 -2.5114 3.0894 -1.2 0.2 1.0 -0.12
C -5.1484 -3.9659 3.2276 0.2 0.3 0.7 -0.17
C -5.2549 -4.4313 1.8423 -1.0 0.2 -2.0 -0.09
H -5.9774 -2.1118 4.0491 0.7 -0.1 -1.0 0.14
H -4.7799 -1.8429 2.6453 -0.4 -0.5 0.3 0.14
H -5.8908 -4.5224 3.7693 -0.4 0.1 0.9 0.12
H -4.2012 -4.0697 3.6943 1.0 -0.3 0.3 0.11
H -5.4740 -5.4587 1.6288 0.3 -0.7 0.3 0.13
H -4.4185 -4.1133 1.2480 0.4 0.1 -0.5 0.10
```
Positions in Å, forces in eV/Å.

As for the charge: 0. Its SMILES is COP(=O)(OC)OC.COP(=O)(OC)OC.COP(=O)(OC)OC.O=C1CCCO1.O=C1CCCO1.O=C1CCCO1.O=C1CCCO1.O=C1CCCO1.O=C1CCCO1.O=C1CCCO1.CN(C)C=O. Its energy relative to the best compared isomer or geometry (same formula, charge and spin) is 0.00 kJ/mol. As for the HOMO energy: -9.1 eV.



No. 2
# C40H77N2O12

A 11-piece molecular cluster, C40H77N2O12 overall at a distorted geometry (wB97M-V/def2-TZVPD, the Open Molecules 2025 dataset).

XYZ file:
```
131
Properties=species:S:1:pos:R:3:forces:R:3:lowdin_charge:R:1
C 3.4260 0.1486 4.6287 0.1 0.0 0.1 -0.07
C 2.6529 1.5622 4.9367 0.3 -0.5 0.2 -0.35
O 3.4353 2.3418 5.9430 0.1 1.0 -2.2 -0.13
C 1.1602 1.3326 5.6011 1.2 1.0 -0.2 -0.17
N 0.2029 2.3935 5.0204 -0.1 -2.1 -0.4 -0.10
C -0.4907 1.6814 3.8727 0.9 1.4 -1.6 -0.22
C -1.4580 2.7742 3.1259 2.3 -0.5 -1.8 -0.16
O -2.5875 3.2637 3.9315 -2.1 -4.6 1.1 -0.10
C -3.3823 2.1689 4.5091 -1.0 -0.7 2.5 -0.06
C -3.6806 2.2808 6.1510 -1.8 -3.0 -1.4 0.08
C -4.5926 1.1593 6.9318 1.3 0.4 -5.4 0.02
C -5.1927 -0.0754 5.9831 2.5 2.9 -2.0 0.01
C -4.8136 -0.1220 4.3771 0.2 2.2 3.9 0.03
N -3.9540 0.9804 3.7419 -0.5 0.4 3.3 0.10
H 4.5508 0.2677 4.9605 -2.3 -0.3 -0.7 0.09
H 3.3868 -0.1166 3.4804 0.0 0.6 2.4 0.07
H 2.9335 -0.7415 5.2476 1.1 1.9 -1.3 0.09
H 2.5828 2.2148 3.9503 -0.1 -1.5 1.9 0.15
H 3.9272 3.0984 5.4637 -1.2 -2.0 1.1 0.12
H 0.7977 0.2357 5.3720 0.5 2.3 0.5 0.12
H 1.2349 1.5501 6.7487 0.1 -0.8 -2.1 0.12
H 0.7640 3.2156 4.6497 -0.9 -1.6 0.5 0.11
H 0.3694 1.4124 3.0897 -2.1 0.3 1.1 0.14
H -1.0069 0.6717 4.1617 0.8 2.1 -0.2 0.12
H -1.7780 2.3803 2.0465 0.2 0.8 2.5 0.13
H -0.7730 3.7274 2.9081 -1.8 -2.0 0.7 0.16
H -3.2363 3.1961 6.7495 -0.9 -2.1 -1.6 0.13
H -4.8013 1.2633 8.0798 0.5 -0.4 -2.5 0.11
H -5.8744 -0.8906 6.4854 1.6 1.7 -1.4 0.11
H -5.2433 -1.0033 3.6964 1.3 2.4 1.4 0.15
H -3.7665 0.8695 2.7006 -0.2 0.6 1.3 0.13
C 3.2182 -1.2876 -0.6667 0.3 0.2 0.3 -0.01
C 2.1696 -0.7939 0.2940 0.3 0.7 0.8 -0.47
O 2.4592 -0.0449 1.2257 -0.3 -0.6 -0.7 0.01
C 0.7532 -1.2519 0.0705 -0.2 0.3 0.6 -0.03
H 4.1927 -0.8763 -0.3830 -0.2 0.0 0.0 0.08
H 3.2740 -2.3783 -0.6274 -0.2 0.1 -0.2 0.08
H 2.9797 -0.9549 -1.6800 0.0 -0.2 0.0 0.08
H 0.6992 -2.3410 0.1427 0.0 0.3 -0.3 0.05
H 0.4050 -0.9177 -0.9099 0.1 -0.3 0.0 0.09
H 0.1057 -0.8171 0.8395 0.2 0.1 -0.1 0.07
C -4.1979 3.7278 -0.2060 0.1 -0.1 0.5 -0.01
C -4.1398 2.2375 -0.4109 0.1 -0.6 0.4 -0.46
O -3.8694 1.4756 0.5160 -0.1 0.4 -0.2 0.01
C -4.4255 1.7158 -1.7937 0.2 -0.7 0.5 -0.02
H -3.9702 3.9593 0.8399 0.0 0.0 -0.2 0.07
H -3.4577 4.2194 -0.8422 -0.3 0.0 -0.1 0.09
H -5.2011 4.0955 -0.4353 0.2 0.1 -0.2 0.10
H -3.6954 2.1177 -2.5006 -0.4 0.1 0.1 0.08
H -5.4389 1.9938 -2.0937 0.3 0.2 -0.2 0.09
H -4.3476 0.6233 -1.7925 0.0 0.2 0.1 0.09
C -0.8650 -5.0993 -0.6576 -0.1 0.5 0.2 -0.02
C 0.5378 -4.9823 -1.1911 0.9 0.9 0.0 -0.46
O 1.1654 -3.9275 -1.1114 -0.7 -1.4 -0.2 0.03
C 1.1430 -6.2058 -1.8258 0.3 0.5 0.0 -0.03
H -1.1711 -4.1395 -0.2283 0.0 -0.2 -0.1 0.08
H -1.5510 -5.3542 -1.4693 0.0 -0.2 0.1 0.09
H -0.9023 -5.8606 0.1255 -0.1 -0.1 -0.2 0.09
H 0.5464 -6.5099 -2.6894 0.1 -0.2 0.2 0.07
H 1.1951 -7.0164 -1.0947 -0.2 -0.1 -0.2 0.09
H 2.1582 -5.9740 -2.1651 -0.3 -0.1 0.0 0.08
C -2.8132 4.7935 -4.7875 -0.1 0.0 0.5 -0.02
C -4.0017 3.8732 -4.8696 -0.8 -0.3 1.0 -0.47
O -4.6598 3.5894 -3.8700 0.7 0.6 -1.3 0.02
C -4.3537 3.3136 -6.2220 -0.4 -0.3 0.2 -0.02
H -2.6782 5.1201 -3.7510 0.0 -0.1 -0.2 0.08
H -1.9117 4.2655 -5.1083 0.0 0.2 -0.2 0.09
H -2.9814 5.6740 -5.4126 0.2 -0.1 -0.1 0.09
H -3.5208 2.7197 -6.6066 0.0 0.2 -0.1 0.09
H -4.5905 4.1282 -6.9109 0.2 -0.1 -0.1 0.09
H -5.2324 2.6663 -6.1293 0.2 0.2 0.0 0.09
C 4.9571 0.9331 -5.4147 -0.4 -0.2 0.0 -0.02
C 4.4729 1.2012 -4.0148 -1.3 -0.5 0.3 -0.49
O 3.3616 0.8293 -3.6413 1.2 0.4 -0.3 0.03
C 5.4010 1.9419 -3.0896 -0.3 0.0 0.4 -0.02
H 4.1833 0.3912 -5.9687 0.1 0.1 0.2 0.08
H 5.1565 1.8781 -5.9262 0.2 -0.2 0.0 0.05
H 5.8604 0.3189 -5.3841 0.1 0.2 0.0 0.09
H 5.6202 2.9318 -3.4976 0.2 -0.1 0.0 0.09
H 6.3241 1.3726 -2.9554 0.1 0.2 -0.1 0.09
H 4.9193 2.0637 -2.1136 0.1 0.0 -0.2 0.08
C -7.2985 3.1354 8.8902 -0.5 0.1 -0.1 -0.04
C -7.1099 3.7681 10.2432 -1.3 1.1 0.9 -0.49
O -7.9856 4.4688 10.7481 1.3 -1.1 -0.8 0.06
C -5.8085 3.5101 10.9543 -0.1 0.2 0.4 -0.03
H -8.2833 3.4081 8.4964 0.2 -0.1 0.1 0.09
H -6.5329 3.4990 8.2002 0.1 -0.2 0.0 0.07
H -7.2458 2.0474 8.9783 0.1 0.0 -0.1 0.08
H -4.9766 3.8903 10.3562 0.0 -0.2 0.0 0.08
H -5.6895 2.4388 11.1344 0.2 0.0 -0.1 0.09
H -5.8129 4.0292 11.9187 0.0 -0.1 -0.2 0.09
C 5.0433 5.3469 -8.8147 -0.3 0.0 0.4 -0.02
C 5.8042 4.1008 -8.4478 -0.3 -0.7 1.2 -0.48
O 5.5779 3.5002 -7.3986 0.3 0.8 -1.3 0.04
C 6.8525 3.6182 -9.4143 0.1 -0.4 0.3 -0.02
H 4.3204 5.5763 -8.0248 0.2 -0.1 -0.2 0.08
H 5.7337 6.1885 -8.9123 -0.1 -0.1 -0.2 0.09
H 4.5010 5.1890 -9.7503 0.2 0.1 -0.1 0.09
H 7.6234 4.3828 -9.5385 -0.1 0.0 -0.2 0.09
H 6.3907 3.3833 -10.3765 0.1 0.2 0.0 0.09
H 7.3200 2.7101 -9.0189 -0.1 0.2 -0.1 0.09
C -1.3518 -0.0099 8.1934 -0.4 -0.2 -0.1 -0.04
C -1.8360 0.2582 9.5934 -1.2 -0.4 0.5 -0.49
O -2.9473 -0.1137 9.9669 1.1 0.5 -0.6 0.03
C -0.9079 0.9989 10.5185 -0.4 0.0 0.4 -0.02
H -2.1256 -0.5519 7.6395 0.1 0.1 0.1 0.07
H -1.1525 0.9351 7.6820 0.2 -0.1 0.0 0.07
H -0.4485 -0.6242 8.2241 0.1 0.2 -0.1 0.09
H -0.6888 1.9888 10.1106 0.2 -0.1 0.0 0.09
H 0.0152 0.4296 10.6527 0.1 0.2 -0.1 0.09
H -1.3896 1.1207 11.4946 0.1 0.0 -0.2 0.09
C 2.9093 -8.9781 -6.0978 0.2 0.2 0.2 -0.02
C 1.8607 -8.4843 -5.1371 0.6 0.8 1.0 -0.47
O 2.1502 -7.7354 -4.2054 -0.4 -0.8 -1.1 0.04
C 0.4443 -8.9424 -5.3606 -0.2 0.3 0.4 -0.02
H 3.8837 -8.5668 -5.8141 -0.2 -0.1 -0.1 0.08
H 2.9650 -10.0688 -6.0585 -0.1 0.0 -0.2 0.09
H 2.6708 -8.6454 -7.1111 0.0 -0.2 0.0 0.07
H 0.3903 -10.0315 -5.2884 0.0 0.1 -0.2 0.09
H 0.0960 -8.6081 -6.3410 0.0 -0.2 0.0 0.09
H -0.2032 -8.5076 -4.5916 0.1 -0.1 -0.2 0.08
C 4.2243 -5.4339 -6.8180 0.1 -0.5 0.0 -0.02
C 3.4557 -5.6268 -8.0979 -0.1 -1.4 -0.6 -0.48
O 3.3330 -6.7394 -8.6076 0.1 1.4 0.6 0.04
C 2.8430 -4.4057 -8.7299 -0.2 -0.2 -0.4 -0.03
H 4.6094 -6.4006 -6.4769 -0.1 0.2 -0.1 0.07
H 5.0688 -4.7617 -6.9895 -0.2 0.1 0.1 0.09
H 3.5653 -5.0279 -6.0465 0.1 0.2 0.0 0.09
H 3.6260 -3.6877 -8.9867 -0.1 0.1 0.2 0.09
H 2.1225 -3.9539 -8.0437 0.2 0.1 0.0 0.09
H 2.3192 -4.6959 -9.6470 0.1 0.0 0.2 0.09
```
Positions in Å, forces in eV/Å.

As for the charge: +1. As for the HOMO energy: -10.8 eV.



| no. | orbital gap (eV) | molecular weight (g/mol) |
| --- | --- | --- |
| 1 | 9.628 | 1095.95 |
| 2 | 6.452 | 778.06 |